Record 1
DFT (ωB97M-V/def2-TZVPD) results for a 2-piece molecular cluster, C10H16 overall at a distorted geometry.

ORCA input file:
```
! wB97M-V def2-TZVPD RIJCOSX def2/J DEFGRID3
* xyz 0 1
C -0.349 0.907 3.350
C -0.602 1.266 1.906
C -0.495 2.539 1.424
C -0.544 2.677 0.031
C -0.582 1.623 -0.854
C -0.690 0.321 -0.321
C -0.812 0.163 1.026
H 0.694 0.654 3.521
H -0.996 0.118 3.705
H -0.560 1.732 4.046
H -0.373 3.337 2.142
H -0.520 3.656 -0.464
H -0.641 1.898 -1.901
H -0.802 -0.460 -1.058
H -0.954 -0.761 1.576
C 0.209 -3.044 -1.121
C 1.361 -3.034 -2.139
C 1.768 -1.640 -2.645
H 0.408 -3.500 -0.138
H -0.692 -3.567 -1.451
H -0.043 -2.029 -0.805
H 2.226 -3.524 -1.684
H 0.987 -3.518 -3.046
H 1.946 -1.007 -1.748
H 2.633 -1.723 -3.299
H 0.971 -1.090 -3.149
*
```

As for the HOMO energy: -9.00 eV. The gap between HOMO and LUMO is 10.01 eV.


Record 2
DFT (ωB97M-V/def2-TZVPD) results for a 2-piece molecular cluster, C10H16 overall at a distorted geometry.

ORCA input file:
```
! wB97M-V def2-TZVPD RIJCOSX def2/J DEFGRID3
* xyz 0 1
C -2.694 -1.458 -0.642
C -1.571 -0.494 -1.022
C -0.185 -0.841 -0.597
C 0.255 -1.098 0.681
C 1.632 -1.228 0.930
C 2.489 -1.501 -0.078
C 2.077 -1.253 -1.414
C 0.789 -0.917 -1.675
H -2.446 -2.076 0.236
H -2.807 -2.120 -1.507
H -3.638 -0.967 -0.417
H -1.566 -0.330 -2.112
H -1.819 0.472 -0.572
H -0.454 -1.111 1.511
H 1.977 -0.996 1.956
H 3.540 -1.738 -0.086
H 2.786 -1.400 -2.235
H 0.444 -0.836 -2.700
C 0.542 2.126 0.657
C -0.216 2.851 1.782
H 1.604 2.306 0.536
H 0.307 1.067 0.803
H 0.133 2.375 -0.332
H -1.032 2.222 2.132
H -0.536 3.852 1.499
H 0.389 3.094 2.664
*
```

As for the HOMO energy: -8.88 eV. The gap between HOMO and LUMO is 9.83 eV.


Record 3
DFT (ωB97M-V/def2-TZVPD) results for a 2-piece molecular cluster, C10H16 overall at a distorted geometry.

ORCA input file:
```
! wB97M-V def2-TZVPD RIJCOSX def2/J DEFGRID3
* xyz 0 1
C 2.568 1.078 -0.904
C 1.842 -0.092 -1.419
C 0.986 -0.781 -0.368
C -0.446 -0.681 -0.573
C -1.334 -1.250 0.456
C -0.926 -1.910 1.565
C 0.452 -1.918 1.840
C 1.394 -1.380 0.854
H 2.255 1.954 -1.341
H 3.643 1.083 -0.944
H 2.354 1.244 0.170
H 1.433 0.024 -2.373
H 2.641 -0.901 -1.766
H -1.083 -0.185 -1.341
H -2.407 -1.151 0.183
H -1.639 -2.315 2.269
H 0.805 -2.103 2.922
H 2.565 -1.374 1.110
C -1.872 2.924 -1.037
C -2.313 2.131 0.160
H -2.731 3.548 -1.391
H -1.061 3.550 -0.748
H -1.566 2.182 -1.822
H -2.586 1.044 0.302
H -3.337 2.493 0.481
H -1.393 2.190 0.850
*
```

As for the HOMO energy: -8.87 eV. The gap between HOMO and LUMO is 9.89 eV.


Record 4
DFT (ωB97M-V/def2-TZVPD) results for a 2-piece molecular cluster, C10H16 overall at a distorted geometry.

ORCA input file:
```
! wB97M-V def2-TZVPD RIJCOSX def2/J DEFGRID3
* xyz 0 1
C -0.302 1.094 -2.692
C -0.526 0.187 -1.505
C -1.540 0.484 -0.589
C -1.925 -0.474 0.336
C -1.471 -1.783 0.231
C -0.437 -2.069 -0.639
C 0.074 -1.059 -1.457
H 0.070 2.077 -2.396
H -1.206 1.203 -3.290
H 0.432 0.655 -3.363
H -1.907 1.503 -0.574
H -2.629 -0.215 1.115
H -1.933 -2.529 0.862
H -0.186 -3.106 -0.818
H 0.843 -1.371 -2.154
C 1.118 2.047 1.708
C 1.690 0.815 2.398
C 2.105 -0.254 1.367
H 0.696 2.752 2.433
H 1.841 2.646 1.187
H 0.370 1.832 0.940
H 2.556 1.184 2.949
H 0.900 0.393 3.011
H 1.277 -0.363 0.667
H 2.997 0.077 0.856
H 2.297 -1.200 1.872
*
```

As for the HOMO energy: -9.08 eV. The gap between HOMO and LUMO is 10.11 eV.


Record 5
DFT (ωB97M-V/def2-TZVPD) results for a 2-piece molecular cluster, C10H16 overall at a distorted geometry.

ORCA input file:
```
! wB97M-V def2-TZVPD RIJCOSX def2/J DEFGRID3
* xyz 0 1
C 2.944 0.819 -1.375
C 2.630 1.262 0.042
C 1.151 1.287 0.376
C 0.198 0.364 -0.061
C -1.132 0.641 0.173
C -1.492 1.590 1.113
C -0.548 2.362 1.747
C 0.770 2.279 1.303
H 4.003 0.635 -1.528
H 2.548 1.582 -2.050
H 2.568 -0.185 -1.530
H 3.026 0.583 0.828
H 3.149 2.185 0.345
H 0.559 -0.498 -0.627
H -1.900 0.038 -0.353
H -2.557 1.679 1.317
H -0.931 2.991 2.529
H 1.469 3.012 1.662
C -2.623 -2.398 -0.742
C -1.491 -3.293 -0.327
H -3.531 -2.977 -0.869
H -2.837 -1.709 0.087
H -2.587 -1.790 -1.641
H -0.542 -2.736 -0.340
H -1.379 -4.240 -0.838
H -1.466 -3.481 0.760
*
```

As for the HOMO energy: -8.85 eV. The gap between HOMO and LUMO is 9.84 eV.


Record 6
DFT (ωB97M-V/def2-TZVPD) results for a 2-piece molecular cluster, C10H16 overall at a distorted geometry.

ORCA input file:
```
! wB97M-V def2-TZVPD RIJCOSX def2/J DEFGRID3
* xyz 1 2
C -1.740 -1.025 -1.535
C 0.509 1.986 -1.970
C -0.675 1.263 -1.689
C 1.761 1.418 -1.757
C -0.575 -0.138 -1.429
C 1.825 0.189 -1.034
C 0.706 -0.657 -1.108
H 0.520 2.978 -2.490
H -1.669 1.814 -1.713
H 2.587 2.035 -2.026
H 2.749 -0.105 -0.707
H -1.714 -1.433 -2.500
H -2.614 -0.491 -1.727
H 0.780 -1.681 -0.618
H -1.874 -1.795 -0.780
C -0.149 -0.200 3.021
C -0.229 -1.489 3.970
C -0.704 -0.576 1.696
H -0.501 0.695 3.668
H 0.940 0.174 2.886
H -0.785 -2.315 3.517
H -0.614 -1.576 1.415
H -1.792 -0.356 1.915
H -0.309 0.039 0.821
H 0.658 -1.603 4.489
H -0.738 -1.013 4.863
*
```

As for the HOMO energy (alpha / beta): -13.33 / -13.32 eV. Its expectation value of S² is 0.77. The gap between HOMO and LUMO (alpha / beta) is 9.06 / 5.16 eV.


What are the energy above the lowest of the compared OMol25 structures with the same formula, charge and spin values for these records? In order: 0.919; 1.206; 2.770; 0.478; 0.927; 2.311 eV.